1.
ORCA calculation (ωB97M-V/def2-TZVPD) on the molecule C2H3F2P.

## Properties
Kohn-Sham gap (alpha / beta): 5.81 / 6.77 eV
ΔE to the lowest compared entry with this formula, charge and spin: 0.970 eV
LUMO (alpha / beta): -0.1 / -4.2 eV
HOMO level (alpha / beta): -5.950 / -11.002 eV
Multiplicity: 3

The geometry in XYZ format:
```
8
Properties=species:S:1:pos:R:3:forces:R:3
P -1.476467 0.252876 -0.557582 2.068 -3.140 3.520
F -1.855315 1.471262 0.543488 -0.823 -1.037 -0.406
F -2.126436 -1.186858 0.282787 -0.256 3.322 -1.453
C 1.370946 0.207518 -0.131237 2.259 4.118 -1.745
C 0.183645 -0.298932 -0.026011 -2.962 -3.874 0.244
H 2.294968 -0.307062 0.044535 0.116 -0.214 0.472
H 0.172466 -1.398118 0.378051 -0.771 2.038 -0.943
H 1.436196 1.259314 -0.534030 0.369 -1.213 0.311
```
Positions in Å, forces in eV/Å.



2.
ORCA calculation (ωB97M-V/def2-TZVPD) on a structure of composition H4NOP2.

## Properties
Kohn-Sham gap: 8.23 eV
Charge: -1
ΔE to the lowest compared entry with this formula, charge and spin: 1.931 eV
LUMO: 4.5 eV
HOMO level: -3.739 eV
Multiplicity: 1

The geometry in XYZ format:
```
8
Properties=species:S:1:pos:R:3:forces:R:3
P 0.917905 -1.469637 0.329690 -2.760 -1.797 -0.482
P -0.011185 1.082648 -0.169668 -1.597 0.394 1.060
O -0.538715 2.569788 -0.298585 2.455 -2.889 0.736
N 1.461678 0.012446 0.504143 -1.812 4.378 -0.883
H -0.160232 0.502821 -1.427352 0.515 -0.080 -0.648
H -0.290040 -1.246078 -0.690352 1.321 -0.859 0.767
H -1.177592 0.349802 0.368077 0.992 0.423 0.196
H -0.201819 -1.801789 1.384046 0.886 0.431 -0.746
```
Positions in Å, forces in eV/Å.



3.
ORCA calculation (ωB97M-V/def2-TZVPD) on the ion C5H13N4 with charge +1.

## Properties
Kohn-Sham gap: 7.93 eV
Charge: +1
Structure (SMILES): [H]/N=C(/N)[C@@H](N)[C@H](C)C=[NH2+]
ΔE to the lowest compared entry with this formula, charge and spin: 2.059 eV
LUMO: -5.1 eV
HOMO level: -13.022 eV
Multiplicity: 1

The geometry in XYZ format:
```
22
Properties=species:S:1:pos:R:3:forces:R:3
N 0.043838 2.413047 -0.187118 -0.083 1.528 0.092
N -0.683803 -0.227784 2.689497 -2.829 1.675 -0.051
N 0.183578 -1.960040 0.557892 -2.183 0.779 -1.489
N -2.118597 0.192883 0.889046 -1.788 0.508 1.926
C 0.173646 -0.467469 0.396108 -0.213 -2.066 1.584
C -1.015323 -0.161569 1.362370 3.132 0.068 -0.914
C 0.483860 1.615095 -1.081936 2.084 -0.969 1.369
C 1.056397 -0.716607 -1.916446 1.315 -1.179 -2.804
C 0.232700 0.145061 -1.028045 -4.854 -0.018 -1.332
H 0.535050 -1.722572 -2.027569 0.966 1.267 0.283
H -0.957447 0.061614 -1.444655 2.882 0.340 0.762
H -2.153094 0.085612 -0.085666 -0.137 0.188 -1.535
H 0.320272 3.412984 -0.121190 -0.163 -1.036 -0.304
H 0.062549 -0.763801 3.095565 -0.130 -0.085 -0.260
H -1.526190 0.083608 3.241261 1.673 -0.930 -0.219
H 1.362967 1.997114 -1.620042 -0.816 -0.046 -0.664
H 2.080642 -0.847269 -1.481924 -0.799 -0.156 -0.335
H 1.019011 -2.455821 0.229618 -0.860 0.187 -0.232
H 1.242148 -0.376779 -3.036979 -0.642 -0.224 2.405
H -0.603926 2.103441 0.520761 -0.639 -0.294 0.226
H 1.057559 -0.127522 0.867931 1.116 0.436 0.708
H -0.795836 -2.283227 0.181518 2.967 0.026 0.786
```
Positions in Å, forces in eV/Å.



4.
ORCA calculation (ωB97M-V/def2-TZVPD) on a structure of composition HN2O4S2.

## Properties
Kohn-Sham gap (alpha / beta): 6.06 / 7.33 eV
Charge: -1
ΔE to the lowest compared entry with this formula, charge and spin: 1.600 eV
LUMO (alpha / beta): 3.4 / 2.1 eV
HOMO level (alpha / beta): -2.630 / -5.195 eV
Multiplicity: 3

The geometry in XYZ format:
```
9
Properties=species:S:1:pos:R:3:forces:R:3
S 0.205056 1.126264 0.649479 -1.710 -0.086 1.897
S 0.188984 3.075536 0.635816 -0.075 -0.736 -0.020
O -0.311956 0.663043 -0.862221 -1.857 0.380 -0.722
O -0.726931 0.389399 1.533432 1.137 1.749 -0.675
O 1.522215 0.500826 0.620817 0.914 0.387 0.535
O -0.555943 -2.757637 -0.711819 -0.165 -1.199 0.050
N -0.937148 -1.594368 -1.000361 -5.035 -3.499 -1.195
N -0.141322 -0.700789 -0.743254 8.149 4.477 1.212
H 0.757045 -0.702273 -0.121890 -1.358 -1.474 -1.081
```
Positions in Å, forces in eV/Å.



5.
ORCA calculation (ωB97M-V/def2-TZVPD) on a structure of composition C37H42GeN4O2SV.

## Properties
Kohn-Sham gap (alpha / beta): 5.86 / 5.85 eV
Charge: +3
ΔE to the lowest compared entry with this formula, charge and spin: 0.441 eV
LUMO (alpha / beta): -9.9 / -9.9 eV
HOMO level (alpha / beta): -15.723 / -15.723 eV
Multiplicity: 1

The geometry in XYZ format:
```
88
Properties=species:S:1:pos:R:3:forces:R:3
Ge -1.365484 0.349085 1.919067 0.135 0.053 -0.249
V 0.588065 -0.296747 -1.129465 -0.902 1.005 0.545
S -0.010848 -4.721507 -2.091586 0.003 -0.328 -0.042
O 2.336710 -0.032677 -2.669899 -0.030 -0.145 -0.054
O 1.836999 -0.615379 0.079721 1.265 -0.732 1.486
N 0.085475 -2.251915 -1.581142 -0.145 -0.166 -0.362
N -1.781815 -0.872006 -4.388902 -0.174 0.145 -0.377
N 3.697811 -0.492584 1.353879 0.496 0.172 0.349
N -0.628427 0.005541 -2.726721 -0.481 0.043 -0.508
C -1.580797 2.378003 -2.970319 -0.113 0.088 0.008
C 0.000957 2.908988 1.588296 0.037 0.033 0.040
C 0.361369 4.189170 1.991334 -0.045 -0.087 0.000
C -2.944819 1.227124 -5.199505 0.023 0.038 0.006
C -5.320756 -0.994537 2.239074 0.004 0.026 -0.013
C -6.003336 -0.113929 1.412215 0.059 0.014 0.004
C -0.849357 -2.353933 2.795747 -0.079 0.044 0.289
C 2.574694 -1.067024 1.109939 -0.983 0.315 -1.051
C 1.583807 2.158083 -2.123241 0.003 -0.004 -0.068
C -1.307018 2.628708 3.591414 0.088 0.196 -0.079
C 3.075219 -2.318737 -3.086205 -0.009 -0.108 0.063
C 2.051200 -2.192181 1.910377 0.458 -0.265 -0.415
C -0.525161 -2.382749 -2.824219 0.141 0.439 0.139
C 3.194756 -0.875690 -3.486980 0.026 0.187 0.041
C 4.537284 -0.952280 2.494721 -0.162 0.137 -0.236
C -0.650020 -3.656652 -3.254589 -0.068 -0.189 -0.113
C -1.387006 1.044030 -3.325985 0.314 -0.316 0.404
C 0.866108 -1.611456 4.854451 -0.147 0.070 0.158
C -3.102308 2.554781 -4.863465 -0.004 0.073 0.026
C -3.239600 0.122303 1.720281 -0.735 -0.117 -0.183
C -0.759562 0.170215 -0.011807 0.538 -0.206 -0.910
C -0.109648 4.683680 3.199386 -0.012 0.003 0.024
C -0.953268 -1.108507 -3.385253 0.197 0.001 0.348
C 0.563436 -2.951464 4.648572 -0.106 -0.072 0.097
C -0.832836 2.117802 2.380299 0.220 0.467 0.122
C 0.403008 -3.428611 -1.096903 -0.015 0.189 0.105
C 4.178119 0.657351 0.563790 -0.104 -0.157 0.140
C -3.942366 1.012817 0.896378 -0.064 -0.047 0.114
C -3.944127 -0.881844 2.390011 0.030 0.074 -0.042
C -0.296223 -3.326752 3.619800 -0.132 0.103 0.077
C 2.616715 1.359658 -2.884752 -0.036 -0.064 0.039
C 0.313514 -0.636967 4.026998 -0.134 -0.075 0.102
C -2.441755 3.117357 -3.757102 -0.029 -0.037 -0.065
C -0.545291 -0.998782 2.986277 0.164 -0.463 0.371
C -5.315748 0.894239 0.743022 0.023 -0.046 0.042
C -2.082340 0.495963 -4.394026 -0.147 -0.392 -0.248
C -0.940587 3.906565 3.996882 -0.031 -0.040 0.006
H 3.635429 1.576056 -2.562518 0.068 -0.036 0.105
H -1.608810 0.559302 -0.598216 0.059 -0.009 0.076
H 4.220132 -0.522381 -3.354662 0.005 0.011 0.030
H 1.069013 -2.498970 1.567721 0.302 0.136 -0.053
H 0.668492 2.263658 -2.692930 0.152 -0.012 0.023
H 2.749843 -3.031665 1.879330 0.015 -0.014 -0.017
H 0.166140 5.680332 3.518002 -0.011 -0.014 0.005
H -7.076124 -0.202140 1.301497 0.012 0.013 -0.005
H -1.531786 -2.658586 2.007318 -0.030 0.036 0.009
H -1.310708 4.300800 4.934373 0.005 -0.010 -0.014
H 1.351677 1.721852 -1.125573 0.094 0.017 0.092
H 4.106298 -0.597281 3.428969 -0.001 0.004 0.028
H 4.407706 0.323936 -0.442663 0.045 0.020 -0.142
H 3.249096 -2.449364 -2.015725 0.011 0.011 -0.002
H 3.832056 -2.900162 -3.613056 -0.014 0.022 -0.010
H 2.104322 -2.736339 -3.350926 -0.029 -0.002 -0.006
H 0.539367 0.408390 4.210157 -0.011 -0.003 -0.015
H 0.878318 -3.569362 -0.137610 0.007 -0.019 -0.090
H 1.930414 3.162378 -1.875717 0.034 -0.034 0.007
H 5.528594 -0.533111 2.366515 0.020 -0.027 0.030
H 3.417876 1.431277 0.545603 -0.079 0.085 -0.021
H -3.430546 1.839376 0.407624 0.018 -0.054 -0.002
H -1.077799 -4.023223 -4.176184 0.005 0.003 0.045
H -3.429320 -1.566330 3.053998 -0.016 0.018 -0.002
H 0.373891 2.532641 0.637406 -0.037 0.001 0.075
H 2.557409 1.584303 -3.950616 -0.012 0.020 -0.050
H 4.604008 -2.035079 2.498783 0.009 -0.034 0.012
H -0.554914 -4.369884 3.484188 0.016 0.019 -0.002
H -2.619296 4.156114 -3.513725 -0.009 -0.012 0.001
H 0.978498 -3.704687 5.306425 -0.004 0.007 -0.012
H 1.000615 4.802798 1.368872 -0.012 -0.010 0.004
H 1.516784 -1.325689 5.671883 -0.026 0.007 0.000
H 2.925747 -0.722629 -4.533384 -0.030 0.001 -0.029
H -3.766543 3.172975 -5.451723 0.016 0.011 0.010
H -2.151600 -1.560499 -5.028061 -0.064 0.022 0.022
H -1.971370 2.044335 4.219687 0.007 0.002 -0.011
H -1.109066 2.825792 -2.106363 -0.080 0.005 0.011
H 1.946197 -1.886955 2.953992 0.174 -0.073 -0.189
H -3.474230 0.784320 -6.032858 0.014 0.001 0.024
H -5.858990 1.594975 0.122616 0.025 0.005 -0.001
H 5.071341 1.044211 1.041403 -0.006 0.020 -0.055
H -5.862903 -1.762039 2.776285 0.023 0.009 -0.013
```
Positions in Å, forces in eV/Å.



6.
ORCA calculation (ωB97M-V/def2-TZVPD) on a structure of composition C12H35N10O12Pd2.

## Properties
Kohn-Sham gap (alpha / beta): 8.59 / 6.68 eV
Charge: +1
LUMO (alpha / beta): -2.5 / -4.4 eV
HOMO level (alpha / beta): -11.066 / -11.061 eV
Multiplicity: 5

The geometry in XYZ format:
```
71
Properties=species:S:1:pos:R:3:forces:R:3
Pd -1.472288 2.238238 0.870168 0.006 -1.506 0.039
Pd -1.694313 -0.908341 -1.063324 -1.613 0.506 -0.041
O -1.642910 -1.216184 1.340158 -0.424 -2.343 3.619
O -3.142538 -0.106977 -2.636220 -0.842 0.190 0.167
O -0.767447 1.193071 -1.233450 -0.006 1.388 -0.809
O -0.024271 -3.213960 -0.337628 0.393 -1.032 0.266
O -2.856964 0.251629 0.541172 -3.810 0.571 -3.372
O -2.176128 0.736956 2.400035 0.049 -0.345 3.578
O 6.309066 0.527943 0.108821 -0.828 -0.497 -0.337
O 3.008382 1.737268 2.749594 0.116 0.598 -0.706
O -0.452554 3.046956 2.585693 0.288 0.161 0.761
O -1.000425 -1.828085 -2.964973 -0.599 -0.220 -0.166
O 0.574301 1.616048 0.400490 1.622 0.828 0.882
O 0.630902 -0.334516 -0.715688 2.941 0.326 -0.091
N -3.410686 -2.430769 -1.333240 2.014 0.098 -1.941
N 4.725538 -1.084211 -0.102973 -0.973 -1.123 0.027
N -1.084264 5.120138 3.337569 0.778 -1.024 0.144
N 0.670723 -0.413910 2.581380 -0.262 -0.150 0.965
N 0.510351 3.942831 4.449472 0.452 -2.039 0.168
N 4.149377 1.137009 -0.200677 0.904 -1.756 -0.322
N 2.519993 3.300475 1.155274 -0.042 -0.138 -0.301
N 2.001188 -2.491210 0.238410 0.705 0.324 0.907
N 4.007081 3.794608 2.785197 -0.103 -0.384 -0.881
N 1.537039 -4.753048 0.350500 -0.188 -0.098 0.307
C -0.368762 3.957589 3.416898 -0.934 1.740 -0.533
C -4.553378 -0.413550 -2.439364 1.482 -1.003 -0.890
C -1.584778 -3.152223 -3.023011 0.602 0.069 0.755
C -2.926962 1.178847 -3.207939 0.633 0.505 0.187
C 3.207532 2.847995 2.215866 -0.768 -0.981 2.071
C 1.097729 -3.492704 0.110384 -1.308 0.094 -1.266
C 0.351887 0.891907 -0.624786 -4.910 -2.536 0.878
C 0.314319 -1.836203 -3.475588 1.039 -0.492 -0.323
C 5.133804 0.185189 -0.054539 2.069 2.165 0.360
C -3.048398 -3.089166 -2.638394 -0.504 0.759 -0.327
C -2.449955 -0.267930 1.636108 5.322 2.942 -4.585
C -4.641269 -1.688058 -1.570776 -1.090 0.330 2.011
H -3.559683 -4.053113 -2.627332 0.402 -0.203 -0.488
H 0.920831 -5.532482 0.210411 -0.130 0.104 0.043
H 3.218859 0.761995 -0.177622 -0.420 1.101 0.056
H 1.076814 0.169398 1.834869 0.145 -0.141 -0.061
H 0.964123 -2.411082 -2.811125 0.057 0.098 0.020
H -0.992508 5.674851 4.164506 -0.632 0.680 -0.204
H -3.504088 -2.453493 -3.397565 -0.179 -0.278 -0.127
H 0.741388 -0.847977 -3.630574 -0.487 0.251 0.529
H -4.966471 -1.350635 -0.582933 -0.052 -0.073 -0.002
H -3.580016 1.388103 -4.055262 -0.317 -0.160 0.177
H -3.458425 -3.183344 -0.660388 -0.424 0.467 0.518
H -1.902062 1.262903 -3.565348 0.024 -0.473 0.031
H -2.985797 1.932885 -2.421221 -0.435 0.120 -0.114
H 4.507198 2.059889 -0.053226 -0.735 0.242 0.134
H 0.706479 2.983569 4.714932 0.524 0.238 -0.117
H 3.759038 4.710429 2.463552 0.689 0.457 0.697
H -0.341145 -0.582788 2.398491 -0.237 0.108 -0.403
H -1.815701 5.229677 2.659696 -0.037 0.145 0.135
H -5.421609 -2.371727 -1.918919 -0.038 0.195 -0.323
H 2.475096 -4.945740 0.648197 0.062 0.071 -0.085
H 0.809923 0.056597 3.473856 -0.062 0.355 -0.184
H 1.042097 -1.350898 2.715669 0.488 0.100 -0.619
H 0.496792 4.545473 5.251621 -0.393 0.437 -0.199
H -4.915700 -0.617435 -3.448215 -0.324 0.063 0.002
H 1.576609 -1.589987 -0.009157 0.087 0.087 0.130
H 2.902173 4.094413 0.675105 -0.342 -0.039 -0.367
H -1.434809 -3.483489 -4.050548 -0.369 -0.345 0.017
H 4.521036 3.568351 3.614533 0.008 0.272 0.056
H -5.124110 0.413865 -2.023995 0.213 0.068 0.261
H 5.368247 -1.852939 -0.110150 0.186 0.186 0.130
H 3.748739 -1.267222 0.025567 0.147 -0.337 -0.426
H 2.596718 -2.531448 1.054827 0.161 -0.001 -0.191
H 0.351554 -2.298694 -4.467465 -0.305 -0.178 0.052
H 1.798970 2.673131 0.779864 0.395 0.535 -0.152
H -1.031517 -3.784704 -2.325265 0.124 -0.082 -0.126
```
Positions in Å, forces in eV/Å.